Computed, not measured: a cluster of 15 separate species, C70H181N11O26 in total at a distorted geometry, with ωB97M-V with the def2-TZVPD basis set.

Output
DFT total energy: -5333.36338 Ha
Energy relative to the best compared isomer or geometry (same formula, charge and spin): 77.4 kcal per mole
HOMO level: -8.573 eV

Positions of all 288 atoms, in Å:
C 1.7462 -2.3760 6.5358
O 2.4392 -3.6017 6.2956
C 1.9777 -4.7343 7.1262
C 3.1139 -5.7630 7.3074
N 3.8239 -6.0957 6.1007
C 4.8130 -7.1930 6.1144
C 5.4771 -7.2556 4.7528
O 6.0503 -8.5988 4.6941
C 6.7775 -8.8684 3.5017
H 2.0107 -1.6403 5.7763
H 2.0895 -2.0928 7.5308
H 0.6768 -2.5862 6.5535
H 1.1314 -5.1858 6.6085
H 1.6319 -4.3674 8.0926
H 2.6512 -6.6328 7.7736
H 3.7996 -5.3942 8.0702
H 4.2626 -5.2524 5.7593
H 4.3709 -8.1047 6.5163
H 5.5298 -6.9883 6.9096
H 6.1256 -6.3911 4.6108
H 4.6918 -7.1977 3.9991
H 6.0954 -9.0289 2.6668
H 7.3470 -9.7978 3.5045
H 7.4583 -8.0212 3.4189
C 4.0556 -2.4918 -6.6318
O 2.7012 -2.0417 -6.3900
C 1.7891 -2.9062 -7.0999
C 1.4392 -2.4607 -8.6021
N 0.6779 -1.2176 -8.4843
C 0.3470 -0.7533 -9.8034
C -0.2642 0.7216 -9.7009
O 0.7915 1.5735 -9.2528
C 0.5065 2.9860 -9.5368
H 4.1598 -3.5673 -6.4879
H 4.6979 -2.0408 -5.8754
H 4.3751 -2.2273 -7.6398
H 0.9442 -2.7202 -6.4369
H 2.0406 -3.9493 -6.9076
H 0.7684 -3.1277 -9.1437
H 2.3921 -2.3972 -9.1275
H 1.1833 -0.5059 -7.9762
H -0.3796 -1.3912 -10.3067
H 1.1865 -0.6401 -10.4892
H -1.1405 0.6473 -9.0569
H -0.7819 0.9613 -10.6297
H -0.5534 3.2300 -9.6077
H 0.8016 3.2014 -10.5637
H 1.0297 3.6886 -8.8882
C -0.0225 -0.4289 3.2096
O -0.4174 0.2048 2.0258
C 0.2449 -0.4228 0.8895
C -0.2342 0.0394 -0.5093
N 0.3899 1.2484 -0.9821
C -0.2638 1.7786 -2.1714
C 0.0850 0.9944 -3.4159
O -0.6395 1.6482 -4.4411
C -0.1725 1.2235 -5.7050
H -0.5461 -1.3275 3.5361
H -0.0768 0.3365 3.9837
H 1.0284 -0.7070 3.2896
H -0.0374 -1.4727 0.9675
H 1.3344 -0.3910 0.8984
H -1.3128 0.1846 -0.4482
H -0.0002 -0.7537 -1.2195
H 0.4267 1.8832 -0.1974
H -0.0132 2.8368 -2.2466
H -1.3321 1.9238 -2.0112
H -0.1899 -0.0592 -3.3661
H 1.1410 1.0291 -3.6839
H 0.7040 1.8486 -5.8754
H -0.7985 1.4052 -6.5786
H 0.0751 0.1627 -5.6667
C 4.4885 0.7996 -5.4169
O 4.7688 0.5653 -6.7831
C 3.8183 1.0365 -7.7389
C 4.1524 0.5212 -9.1658
N 3.5031 1.4041 -10.0575
C 3.7297 0.9644 -11.4440
C 2.8029 1.5944 -12.4746
O 1.4749 1.0537 -12.5145
C 0.5227 1.8986 -13.2357
H 5.4085 0.7454 -4.8349
H 3.7843 0.0870 -4.9876
H 4.1103 1.8118 -5.2742
H 4.0802 2.0934 -7.7890
H 2.7670 0.9041 -7.4830
H 3.7988 -0.5097 -9.1790
H 5.2354 0.4294 -9.2489
H 2.4970 1.4287 -9.9724
H 3.5820 -0.1112 -11.5402
H 4.7656 1.2349 -11.6486
H 3.1535 1.3619 -13.4802
H 2.7991 2.6829 -12.4177
H 0.0877 2.7113 -12.6540
H -0.2856 1.2957 -13.6496
H 1.0334 2.3077 -14.1075
C -3.6696 0.9343 3.0393
O -4.4591 1.5382 4.0224
C -4.1349 1.0529 5.3092
C -4.9881 1.7483 6.2989
N -4.6405 3.1054 6.6574
C -4.7897 4.1309 5.5849
C -4.1735 5.5403 6.0986
O -4.7014 5.7688 7.3802
C -4.2281 6.9391 7.9524
H -3.9201 -0.0875 2.7542
H -2.6108 0.8391 3.2801
H -3.7541 1.5840 2.1682
H -3.1402 1.2834 5.6908
H -4.3195 -0.0205 5.3520
H -5.0378 1.2166 7.2491
H -6.0414 1.7026 6.0221
H -5.0786 3.4963 7.4792
H -5.8402 4.1807 5.2986
H -4.1283 3.7960 4.7858
H -4.4082 6.3036 5.3566
H -3.0947 5.4496 6.2257
H -4.7036 7.8462 7.5794
H -3.1448 6.8382 8.0188
H -4.5257 6.8359 8.9959
C -2.4789 -2.0580 -2.6875
O -1.2177 -2.5896 -2.4300
C -0.7163 -3.4490 -3.5061
C 0.7014 -3.9857 -3.1554
N 0.7316 -4.5654 -1.8186
C 2.0886 -5.0146 -1.4650
C 2.0132 -5.6877 -0.0624
O 2.0897 -4.5897 0.8685
C 2.1112 -5.0002 2.2414
H -2.7979 -1.4296 -1.8560
H -3.2267 -2.8201 -2.9072
H -2.2924 -1.3386 -3.4849
H -0.5211 -2.7885 -4.3509
H -1.4672 -4.1831 -3.7984
H 1.4254 -3.1710 -3.1688
H 1.0698 -4.6247 -3.9579
H 0.4713 -3.8899 -1.1142
H 2.8545 -4.2394 -1.4864
H 2.4143 -5.7896 -2.1589
H 2.8774 -6.3059 0.1808
H 1.2571 -6.4456 0.1422
H 2.2286 -4.0739 2.8037
H 2.9771 -5.6110 2.4968
H 1.1528 -5.4792 2.4418
C -1.5888 4.4094 -5.4240
O -1.1529 5.5155 -4.6592
C -2.1731 6.0682 -3.7709
C -1.5885 7.0010 -2.7897
N -1.1250 6.2674 -1.6335
C -0.4019 7.0872 -0.6335
C -0.4103 6.3191 0.6634
O 0.4240 5.2236 0.5683
C 0.3977 4.3855 1.7729
H -2.4432 4.6571 -6.0539
H -1.9066 3.5485 -4.8360
H -0.7072 4.1172 -5.9946
H -2.6245 5.2932 -3.1515
H -3.0485 6.5533 -4.2025
H -2.2502 7.8183 -2.5030
H -0.7097 7.4493 -3.2532
H -0.5269 5.5106 -1.9329
H -0.9312 8.0291 -0.4895
H 0.6549 7.2644 -0.8333
H -1.4701 6.1563 0.8592
H -0.0977 6.8956 1.5340
H -0.5159 3.8053 1.9021
H 0.6917 4.8731 2.7023
H 1.2424 3.7158 1.6112
C -5.2630 -10.2738 3.3129
O -4.4090 -9.1971 3.1457
C -4.8264 -8.0696 3.9535
C -3.7478 -7.1833 4.4860
N -3.1200 -7.7272 5.7104
C -1.9008 -7.0658 6.2191
C -2.1289 -5.7539 6.9761
O -2.3950 -4.6453 6.3200
C -1.6280 -4.2470 5.1732
H -5.0650 -10.9958 2.5207
H -6.2914 -9.9543 3.1442
H -5.0313 -10.7183 4.2807
H -5.4171 -8.5463 4.7358
H -5.4754 -7.4495 3.3352
H -4.2133 -6.2581 4.8255
H -3.0029 -6.9283 3.7322
H -2.9182 -8.6989 5.5231
H -1.1438 -7.0189 5.4363
H -1.5015 -7.7946 6.9245
H -1.1547 -5.4994 7.3937
H -2.7491 -5.9975 7.8387
H -1.7965 -3.2072 4.8931
H -2.1120 -4.8747 4.4250
H -0.5527 -4.3496 5.3191
C 7.8973 7.1635 -1.7688
O 6.4794 7.2054 -1.4694
C 6.1147 6.3857 -0.3367
C 6.0043 4.8680 -0.5334
N 5.0183 4.4560 -1.5247
C 3.5916 4.9015 -1.2890
C 2.5429 4.4876 -2.3666
O 2.8766 5.2905 -3.4814
C 2.3957 4.8954 -4.7889
H 8.1643 6.2941 -2.3697
H 8.5952 7.3298 -0.9482
H 8.1236 7.9750 -2.4604
H 5.1821 6.8442 -0.0077
H 6.7410 6.5252 0.5444
H 5.6319 4.4176 0.3867
H 6.9617 4.3530 -0.6119
H 5.1437 4.9001 -2.4231
H 3.6641 5.9761 -1.1213
H 3.2547 4.3931 -0.3856
H 1.5605 4.7358 -1.9646
H 2.5540 3.4119 -2.5420
H 2.4260 5.8039 -5.3905
H 1.3982 4.5305 -4.5444
H 2.9663 4.1168 -5.2952
C 2.2027 6.6518 8.6245
O 1.5207 5.8514 9.5033
C 0.2039 6.3040 9.8356
C -0.3564 5.2360 10.7766
N -0.2282 3.8580 10.2659
C -1.2407 3.5171 9.2224
C -0.6283 3.5556 7.8375
O 0.3318 2.5983 7.4690
C -0.3259 1.3217 7.1507
H 3.2592 6.3950 8.7017
H 2.1192 7.7356 8.7054
H 1.8212 6.2824 7.6726
H -0.3146 6.3238 8.8771
H 0.2364 7.2248 10.4181
H -1.3810 5.3752 11.1216
H 0.1879 5.2631 11.7207
H 0.7123 3.8551 9.8978
H -2.0962 4.1925 9.2342
H -1.6503 2.5948 9.6343
H -0.1044 4.4932 7.6518
H -1.5025 3.5067 7.1882
H -1.2348 1.1814 7.7357
H 0.3672 0.5832 7.5538
H -0.4859 1.0720 6.1018
C -9.3284 -2.6700 0.6231
O -8.1898 -3.1494 0.0192
C -7.4378 -3.9083 0.9738
C -6.1245 -4.5295 0.4295
N -5.4380 -5.2497 1.5050
C -4.3537 -6.0392 0.9526
C -3.2569 -5.1487 0.4062
O -2.6139 -4.6393 1.5684
C -1.5148 -3.7823 1.2679
H -9.8273 -1.9357 -0.0094
H -9.1142 -2.1066 1.5313
H -10.0553 -3.4538 0.8360
H -8.0424 -4.7158 1.3870
H -7.0311 -3.3208 1.7969
H -5.4529 -3.7067 0.1844
H -6.3786 -5.1152 -0.4540
H -5.0604 -4.5860 2.1660
H -4.8157 -6.7697 0.2884
H -3.9659 -6.6438 1.7726
H -3.5165 -4.3525 -0.2914
H -2.5691 -5.8321 -0.0919
H -1.0697 -3.4968 2.2210
H -1.7938 -2.8985 0.6942
H -0.8115 -4.2782 0.5990
C -2.5879 -1.5361 -8.0788
O -1.9481 -2.7920 -8.0747
H -3.6708 -1.5567 -7.9562
H -2.2848 -1.0036 -7.1773
H -2.2991 -1.0670 -9.0194
H -1.0602 -2.4305 -8.0241
C 2.0647 3.8695 4.8923
O 1.1753 2.8052 4.7969
H 2.6327 3.9888 3.9696
H 1.5727 4.8019 5.1689
H 2.8891 3.6949 5.5837
H 0.7517 2.6501 5.6444
C -4.0168 3.0782 -1.7528
O -5.2230 3.2340 -2.3954
H -4.0395 2.1804 -1.1353
H -3.1592 2.8822 -2.3964
H -3.7744 3.9498 -1.1447
H -5.7570 2.4469 -2.2661
C 4.0876 0.9652 -1.8879
O 4.9991 1.8850 -2.3630
H 3.1641 1.4300 -1.5426
H 3.7454 0.2450 -2.6311
H 4.3985 0.3263 -1.0613
H 4.9829 2.7473 -1.9414

Forces on atoms 1 to 2 (eV/Å):
C 0.4 -1.4 0.7
O 0.0 -1.1 0.2